A molecular structure, C35H37As2BeNO13S, computed with wB97M-V/def2-TZVPD.

The geometry in XYZ format:
```
90
Properties=species:S:1:pos:R:3:forces:R:3
As -1.963123 4.211867 1.652281 0.07 0.31 0.07
As -0.730918 0.962319 0.206160 -0.02 0.52 -0.60
S 0.205689 0.429917 -4.026597 -0.56 0.53 0.15
O -4.440524 2.003936 2.344010 -0.03 -0.01 -0.04
O 1.909573 4.991666 1.692588 0.03 0.21 0.00
O 1.070753 -1.435794 -1.603997 -0.03 0.31 -0.48
O -0.523463 -2.254700 -0.029326 0.04 -0.19 0.19
O -0.164452 3.064258 -1.706885 -0.34 -0.09 0.18
O 2.378906 1.780888 2.438778 -0.32 0.02 0.02
O 2.495751 1.603966 0.254762 -0.77 0.21 0.79
O -3.809787 0.714743 0.674932 -0.15 0.31 0.29
O -1.934268 -1.303078 -1.910175 0.86 0.16 0.14
O 2.888700 -2.411631 -0.721856 0.36 0.15 -0.30
O 0.443096 4.970858 3.308235 -0.30 -0.02 -0.05
O -2.100218 4.189815 -1.916279 0.24 -0.31 0.36
O -2.545148 0.808853 -2.362713 0.49 0.87 0.10
N 2.487416 -0.829240 -3.901584 0.16 0.26 0.11
C 1.553819 -1.962713 4.439069 -0.54 -0.18 0.42
C 0.892076 -7.092008 -0.321773 -0.21 0.21 0.08
C 1.708722 -2.173444 -0.762626 -0.44 -0.53 0.82
C -4.125236 -0.916905 -2.604396 -0.83 -0.42 0.18
C -1.326575 0.288105 1.929018 0.02 0.05 0.17
C 0.768280 4.562289 2.219575 0.43 -0.16 0.14
C 1.104260 -2.429924 1.751198 -0.27 -0.34 -0.55
C -4.779960 3.293891 2.869805 0.37 -0.08 0.22
C 0.411185 2.391355 1.064447 -0.21 -0.61 0.28
C 1.549123 1.735974 3.605056 -0.26 -0.29 0.58
C -0.062699 3.568197 1.479028 -0.19 0.03 -0.05
C -0.235176 -6.380215 -0.719952 0.37 0.07 -0.11
C -3.726976 1.796510 1.219265 0.16 -0.18 -0.22
C -2.781587 -0.367666 -2.289526 -0.18 -0.71 -0.27
C 1.825260 1.897309 1.228656 0.79 -0.04 -1.22
C 1.719484 -3.000910 -5.322098 -0.36 -0.17 -0.02
C 1.211737 -0.834488 -4.375456 0.12 -0.37 -0.30
C -1.945408 2.462415 -0.264732 0.85 -0.81 -0.11
C 3.382367 -1.829986 -4.061246 -0.61 -0.27 -0.37
C -0.289453 -4.999046 -0.527109 0.25 -0.06 -0.16
C 0.311040 3.690160 -2.906458 0.15 0.00 0.20
C 1.922704 -6.427532 0.337557 -0.08 0.07 0.13
C 0.830845 -1.990279 -5.123866 0.14 0.24 0.20
C 2.202869 -1.687677 2.144954 0.08 0.04 -0.20
C 0.757947 -4.337818 0.109381 0.07 0.07 0.28
C 0.198432 -2.890180 2.697148 0.36 -0.02 0.68
C -1.421946 3.362762 -1.354087 -0.11 0.17 -0.42
C 2.326687 4.725603 0.352767 0.81 -0.21 -0.21
C 1.849256 -5.069786 0.584421 -0.14 0.13 -0.13
C 2.433161 -1.468297 3.497498 0.22 0.06 -0.10
C 0.773780 -2.829632 0.307420 -0.29 0.50 -0.22
C 0.403176 -2.663369 4.052365 0.39 0.31 -0.56
C 3.026830 -2.928212 -4.786511 0.23 -0.14 0.05
C -1.813590 5.868077 0.611211 0.85 -0.31 -0.18
C -2.893233 2.860320 0.596182 -0.68 0.38 0.38
Be -0.460723 -1.182762 -1.460181 -0.29 -0.20 0.48
H 2.739284 5.670769 -0.007157 -0.08 -0.20 -0.07
H -0.318379 -3.024801 4.771438 0.09 0.00 0.11
H -2.786124 6.149087 0.261076 -0.55 0.13 -0.12
H 2.647463 -4.571051 1.130909 -0.16 -0.04 -0.20
H 4.325035 -1.689639 -3.576821 0.35 -0.06 0.14
H 1.382724 -3.889291 -5.862123 0.29 0.23 0.12
H 3.707432 -3.755932 -4.921439 0.10 0.12 0.06
H 2.794206 -6.949833 0.696880 0.08 -0.27 -0.05
H -4.058281 3.595862 3.648019 -0.27 -0.12 -0.38
H 0.889022 2.606338 3.702662 0.26 -0.29 -0.02
H -4.821956 4.048090 2.082678 -0.06 -0.04 0.04
H -4.081047 -1.898927 -3.078119 0.11 0.13 -0.03
H 0.960033 0.795661 3.630804 0.37 0.63 -0.06
H -1.120423 -4.449291 -0.955141 -0.03 -0.04 0.06
H -0.440169 -0.163964 2.380906 -0.04 0.12 0.04
H -2.053710 -0.495756 1.773259 -0.20 -0.10 -0.01
H -5.760446 3.164916 3.326598 0.03 0.08 -0.10
H -1.042953 -6.879439 -1.242590 0.03 0.02 0.08
H -1.149339 5.767021 -0.253977 -0.22 -0.07 0.17
H -1.272306 -2.836786 0.173137 0.22 0.22 -0.08
H -0.318243 3.426681 -3.743904 -0.21 -0.07 -0.16
H 0.318852 4.770340 -2.778955 0.07 0.07 -0.03
H -4.655513 -1.050831 -1.652675 0.07 0.05 -0.10
H 2.691446 -0.034933 -3.294556 0.05 -0.35 -0.17
H -1.405268 6.628184 1.268882 -0.04 0.11 0.19
H 1.534991 4.369226 -0.302198 -0.15 0.10 0.12
H 1.303845 3.280851 -3.056122 0.05 0.09 -0.02
H 3.323052 -0.911528 3.788208 -0.25 -0.10 0.04
H 0.963550 -8.154351 -0.513882 -0.02 0.00 0.03
H 3.116883 3.954702 0.379116 -0.32 0.49 -0.07
H 2.890142 -1.289491 1.413912 0.08 -0.05 -0.09
H 1.734855 -1.798718 5.493416 0.06 0.03 0.02
H -1.742323 1.065336 2.578803 0.15 -0.16 -0.05
H -0.195406 -2.012915 -5.465885 0.12 -0.09 -0.09
H -0.638568 -3.476174 2.368950 -0.38 -0.20 -0.01
H -4.695562 -0.218738 -3.203567 -0.03 0.09 -0.11
H 2.264740 1.720568 4.431117 -0.26 0.04 -0.07
```
Forces are in eV/Å.

HOMO level = -7.6 eV
gap between HOMO and LUMO = 6.64 eV
LUMO energy = -0.96 eV

A single C2H2O2 molecule, computed with wB97M-V/def2-TZVPD.

The geometry in XYZ format:
```
6
Properties=species:S:1:pos:R:3:forces:R:3
O 1.328516 -0.591190 0.071260 0.20 1.39 -0.13
O -1.397709 -0.537886 -0.064359 1.84 3.94 0.28
C -0.747620 0.522595 0.053695 -0.93 -2.98 0.25
C 0.803623 0.486789 -0.072652 -0.13 -0.87 -0.50
H 1.348239 1.464802 -0.330643 -0.45 -1.06 0.43
H -1.130711 1.511502 0.389178 -0.52 -0.42 -0.33
```
Forces are in eV/Å.

HOMO level = -10.2 eV
gap between HOMO and LUMO = 9.22 eV
SMILES = O=CC=O
LUMO energy = -0.99 eV

2 unconnected molecules or ions with the total composition C4H3I, computed with wB97M-V/def2-TZVPD.

The geometry in XYZ format:
```
8
Properties=species:S:1:pos:R:3:forces:R:3
I 4.367101 0.642293 -0.138595 -0.39 -0.11 -0.04
C 2.466182 -0.011374 -0.039031 2.67 1.00 -0.24
C -1.144417 -0.637511 -0.106176 2.34 3.70 1.15
C -1.816952 0.454456 0.074069 2.49 -2.63 -0.05
C 1.420034 -0.533023 0.190810 -5.50 -0.84 -0.08
H -2.830581 0.441786 -0.033207 -2.71 0.14 -0.42
H -1.181334 -1.568966 -0.435791 0.10 -3.86 -1.26
H -1.280030 1.212336 0.487920 1.02 2.60 0.93
```
Forces are in eV/Å.

HOMO level (alpha / beta) = -8.8 / -8.8 eV
gap between HOMO and LUMO (alpha / beta) = 7.29 / 7.29 eV
LUMO energy (alpha / beta) = -1.53 / -1.53 eV

2 unconnected molecules or ions with the total composition C5H11NS, computed with wB97M-V/def2-TZVPD.

The geometry in XYZ format:
```
18
Properties=species:S:1:pos:R:3:forces:R:3
S -0.879441 2.156372 -1.174328 -0.78 4.30 0.36
N -0.033667 -1.077617 -0.110681 -2.76 4.44 -1.50
C -0.875512 -0.179969 0.725744 -0.06 1.58 -2.56
C 1.341634 -2.145439 1.478706 2.27 0.40 1.70
C -0.150316 1.158738 0.005991 0.07 -4.68 1.18
C 0.847305 0.062956 -0.500556 -0.90 -0.50 -0.61
C 0.379023 -2.301543 0.353043 -0.92 -0.79 3.37
H 2.267978 -1.556625 1.349554 -0.38 0.02 -0.88
H -0.673618 3.880532 -0.289650 -0.46 -3.60 -1.82
H 1.058646 0.122155 -1.578876 0.14 -0.13 0.31
H 1.731437 0.052500 0.088438 1.17 0.27 0.31
H -1.958790 -0.184004 0.524015 0.31 -0.42 0.16
H 0.960057 -1.659070 2.388220 -0.47 -0.50 -0.22
H -0.662344 -0.238215 1.764492 0.15 0.12 1.12
H -0.518024 -2.840018 0.933091 1.50 0.68 -2.17
H 0.235493 1.796019 0.719764 1.05 0.98 1.54
H 1.771229 -3.093678 1.735110 -0.08 -0.80 0.56
H 0.841869 -2.806689 -0.447721 0.15 -1.37 -0.86
```
Forces are in eV/Å.

HOMO level = -8.3 eV
gap between HOMO and LUMO = 7.53 eV
LUMO energy = -0.72 eV

Calculated total energy values, unit Eh, following the record order: -7273.34580 -227.83185 -451.62005 -649.88427.
Strongest force on any atom values, unit Eh/bohr, following the record order: 0.028 0.085 0.108 0.106.